# C22H23N3O3S

A single C22H23N3O3S molecule at a distorted geometry (the ωB97M-V functional and the def2-TZVPD basis, the OMol25 dataset).

* HOMO-LUMO gap: 8.91 eV
* M: 409.51 Da
* strongest force on any atom: 0.0247 Eh/bohr
* E_HOMO: -0.30684 Eh
* SMILES string: Cc1ccc(NC(=O)c2cc(S(=O)(=O)N3CCc4ccccc43)cn2C)cc1C
* LUMO: 0.562 eV
* energy relative to the best compared isomer or geometry (same formula, charge and spin): 1.2398 eV

Bonds (Å) are listed after each position.
Element x y z (Å)
1 C -3.2443 3.8068 -0.9131  C2 1.498, H30 1.089, H31 1.087, H32 1.090
2 C -1.8958 3.2769 -1.2950  C1 1.498, C3 1.388, C28 1.399
3 C -0.7793 4.0993 -1.2352  C2 1.388, C4 1.382, H33 1.080
4 C 0.4699 3.6496 -1.6184  C3 1.382, C5 1.389, H34 1.080
5 C 0.6272 2.3383 -2.0493  C4 1.389, N6 1.404, C27 1.390
6 N 1.8806 1.9105 -2.5157  C5 1.404, C7 1.361, H35 1.013
7 C 2.4436 0.6738 -2.4403  N6 1.361, O8 1.220, C9 1.472
8 O 3.3381 0.3501 -3.2045  C7 1.220
9 C 2.0060 -0.1670 -1.3147  C7 1.472, C10 1.385, N25 1.369
10 C 1.6606 0.2454 -0.0386  C9 1.385, C11 1.400, H36 1.071
11 C 1.5755 -0.9078 0.7510  C10 1.400, S12 1.768, C24 1.377
12 S 1.2279 -1.0015 2.4819  C11 1.768, O13 1.431, O14 1.431, N15 1.676
13 O 1.7999 0.1255 3.1528  S12 1.431
14 O 1.5538 -2.3210 2.9284  S12 1.431
15 N -0.4347 -0.8129 2.5769  S12 1.676, C16 1.460, C23 1.388
16 C -0.9879 0.5370 2.6434  N15 1.460, C17 1.541, H37 1.094, H38 1.091
17 C -2.2364 0.5449 1.7409  C16 1.541, C18 1.503, H39 1.092, H40 1.091
18 C -2.3449 -0.8869 1.2965  C17 1.503, C19 1.377, C23 1.396
19 C -3.2991 -1.5140 0.5267  C18 1.377, C20 1.390, H41 1.080
20 C -3.1413 -2.8630 0.2290  C19 1.390, C21 1.385, H42 1.080
21 C -2.0461 -3.5651 0.7033  C20 1.385, C22 1.388, H43 1.080
22 C -1.0864 -2.9487 1.4946  C21 1.388, C23 1.383, H44 1.077
23 C -1.2542 -1.6079 1.7870  N15 1.388, C18 1.396, C22 1.383
24 C 1.8602 -1.9831 -0.0612  C11 1.377, N25 1.346, H45 1.071
25 N 2.1362 -1.5300 -1.2980  C9 1.369, C24 1.346, C26 1.439
26 C 2.4600 -2.3607 -2.4271  N25 1.439, H46 1.089, H47 1.093, H48 1.088
27 C -0.4823 1.5019 -2.0964  C5 1.390, C28 1.386, H49 1.080
28 C -1.7410 1.9585 -1.7376  C2 1.399, C27 1.386, C29 1.498
29 C -2.9272 1.0570 -1.8961  C28 1.498, H50 1.091, H51 1.087, H52 1.087
30 H -3.9457 3.7003 -1.7394  C1 1.089
31 H -3.1806 4.8583 -0.6463  C1 1.087
32 H -3.6495 3.2612 -0.0608  C1 1.090
33 H -0.8913 5.1192 -0.8972  C3 1.080
34 H 1.3224 4.3113 -1.5893  C4 1.080
35 H 2.3704 2.5531 -3.1263  N6 1.013
36 H 1.5259 1.2534 0.2964  C10 1.071
37 H -1.2377 0.7529 3.6860  C16 1.094
38 H -0.2278 1.2519 2.3253  C16 1.091
39 H -2.1033 1.2086 0.8842  C17 1.092
40 H -3.1227 0.8656 2.2894  C17 1.091
41 H -4.1586 -0.9726 0.1607  C19 1.080
42 H -3.8823 -3.3657 -0.3740  C20 1.080
43 H -1.9397 -4.6126 0.4633  C21 1.080
44 H -0.2399 -3.4858 1.8889  C22 1.077
45 H 1.8926 -3.0227 0.1934  C24 1.071
46 H 3.1293 -1.8152 -3.0911  C26 1.089
47 H 1.5554 -2.6334 -2.9768  C26 1.093
48 H 2.9486 -3.2687 -2.0793  C26 1.088
49 H -0.3652 0.4882 -2.4500  C27 1.080
50 H -3.4865 1.3389 -2.7891  C29 1.091
51 H -3.6020 1.1350 -1.0476  C29 1.087
52 H -2.6141 0.0214 -1.9994  C29 1.087